(1)
Here is the molecule C3H7NO2 from the Open Molecules 2025 dataset. Energies are from ωB97M-V with the def2-TZVPD basis set.

Results
Gap between HOMO and LUMO (eV): 10.44
Highest occupied orbital energy (eV): -9.57
SMILES: COC(=O)CN
E_LUMO (eV): 0.874
Energy (a.u.): -323.74579

Cartesian coordinates (Å):
C 0.04360 2.01061 -0.74505
O 0.40689 0.82425 -0.04126
C -0.61153 -0.01535 0.21877
O -1.75249 0.19764 -0.11542
C -0.12183 -1.24871 0.94557
N 0.84074 -2.04385 0.19473
H 0.98125 2.51974 -0.96670
H -0.59656 2.64268 -0.12247
H -0.49156 1.75890 -1.66381
H -1.00664 -1.84531 1.17352
H 0.32681 -0.93387 1.89454
H 0.39374 -2.42386 -0.63401
H 1.58761 -1.44285 -0.13840

Force components x, y, z for each atom (eV/Å):
-0.02 0.25 -0.15
-0.07 -0.10 0.07
-0.31 0.04 -0.10
0.38 -0.01 0.13
-0.19 -0.03 0.22
-0.02 0.08 -0.21
-0.14 -0.04 0.01
0.09 -0.10 -0.11
0.08 0.07 0.11
0.15 -0.01 -0.01
-0.02 -0.05 -0.13
0.04 -0.03 0.08
0.04 -0.07 0.09

Atomic partial charges in e from the Löwdin method, atoms 1 to 6: atom 1 (C): -0.051, atom 2 (O): -0.053, atom 3 (C): -0.502, atom 4 (O): 0.105, atom 5 (C): -0.187, atom 6 (N): 0.013


(2)
Here is a structure of composition C41H36AsClMoN5OS at a distorted geometry from the Open Molecules 2025 dataset. Energies are from ωB97M-V with the def2-TZVPD basis set.

Results
Gap between HOMO and LUMO (spin up / spin down) (eV): 5.43 / 5.43
Net charge: +3
Highest occupied orbital energy (spin up / spin down) (eV): -15.43 / -15.43
E_LUMO (spin up / spin down) (eV): -10.007 / -10.003
Energy (a.u.): -5094.57297

Cartesian coordinates (Å):
Mo -0.05334 -0.48908 0.05324
Cl -4.35356 5.15288 -1.50885
C -3.37365 3.75537 -1.41116
C -3.48181 2.75963 -2.37600
C -2.68404 1.63011 -2.30184
C -1.78901 1.47457 -1.26117
O -1.02797 0.33252 -1.22407
C -1.66642 2.46512 -0.28807
C -0.72256 2.40517 0.78696
N 0.10350 1.43793 1.00551
C 1.04205 1.50531 2.08124
C 1.33033 2.61426 2.83359
C 2.29306 2.55848 3.85893
C 2.97485 1.40322 4.11253
C 2.71922 0.25317 3.33238
C 3.41704 -0.96321 3.50471
C 3.14839 -2.03293 2.68455
C 2.18230 -1.88952 1.69367
N 1.49148 -0.76422 1.51164
C 1.74753 0.31668 2.31937
C -2.46709 3.60694 -0.37543
H -4.19403 2.87364 -3.18196
H -2.76196 0.84598 -3.04272
H -0.71304 3.26758 1.44440
H 0.83818 3.55995 2.65276
H 2.48908 3.44802 4.44148
H 3.71925 1.35610 4.89666
H 4.16852 -1.03753 4.28152
H 3.67182 -2.97202 2.78788
H 1.95442 -2.71030 1.02309
H -2.37956 4.38261 0.37468
C -1.00334 -4.12704 -3.67466
C -0.91603 -4.53591 -2.19185
C -0.52134 -3.41052 -1.36700
N -0.22401 -2.49280 -0.74048
H -1.41498 -4.95762 -4.24250
H -0.01705 -3.89075 -4.07150
H -1.65520 -3.26513 -3.80510
H -0.18672 -5.33643 -2.04198
H -1.87929 -4.89910 -1.82610
C 6.11546 1.29104 0.17448
C 4.95379 1.98304 0.49404
C 3.73904 1.57173 -0.03242
C 3.69019 0.47462 -0.89242
C 4.85069 -0.21289 -1.21902
C 6.06347 0.19790 -0.67846
As 1.95763 -0.03476 -1.57432
C 2.38616 -1.23124 -3.02643
C 2.78988 -2.57498 -2.94447
C 3.08835 -3.25475 -4.09372
C 2.97191 -2.63862 -5.31468
C 2.55303 -1.30069 -5.39247
C 2.26694 -0.60445 -4.24439
C 1.82667 0.83144 -4.18113
C 1.63823 1.65525 -5.25720
C 1.21608 2.98313 -5.05649
C 0.98755 3.44754 -3.79143
C 1.17005 2.63479 -2.71070
C 1.60459 1.31303 -2.91677
H 7.06483 1.61127 0.58298
H 4.99648 2.84624 1.14642
H 2.83755 2.11898 0.21590
H 4.82871 -1.05743 -1.89576
H 6.97043 -0.33337 -0.93405
H 2.89654 -3.07333 -1.98512
H 3.42567 -4.28137 -4.04120
H 3.21075 -3.18690 -6.21625
H 2.46402 -0.82060 -6.35676
H 1.81560 1.28993 -6.25918
H 1.06948 3.64282 -5.90114
H 0.66151 4.46876 -3.64708
H 0.98268 3.02232 -1.71380
S -1.82002 -0.57819 1.72926
C -2.21399 -2.09672 2.51523
N -1.75207 -3.26590 2.11170
C -2.10166 -4.53975 2.76497
C -3.47062 -4.41135 3.40878
C -3.48720 -3.19598 4.31631
N -3.00002 -2.02610 3.56602
H -1.22125 -3.26848 1.25727
H -1.34306 -4.78535 3.50989
H -2.09366 -5.31924 2.00617
H -3.69343 -5.30527 3.98728
H -4.23616 -4.31128 2.63761
H -2.85562 -3.34857 5.19267
H -4.49453 -2.97389 4.66092
H -3.30454 -1.10449 3.84806

Force components x, y, z for each atom (eV/Å):
-0.47 -0.48 -0.93
0.00 0.03 0.03
0.04 -0.02 0.02
-0.01 -0.02 0.01
0.08 -0.30 -0.08
-0.42 0.27 -0.89
-0.18 0.17 1.09
0.01 -0.01 0.11
0.39 -0.07 0.24
-0.17 0.18 0.00
-0.09 0.21 0.00
-0.08 0.07 -0.03
0.01 0.01 0.03
0.02 -0.01 0.02
0.11 -0.12 0.06
-0.07 -0.05 -0.10
0.10 0.15 0.15
-0.25 0.13 -0.16
0.05 0.04 0.31
0.18 -0.30 -0.07
-0.10 0.05 -0.05
0.02 -0.01 -0.01
-0.01 0.05 -0.07
0.06 0.04 0.02
0.01 0.01 0.00
0.00 0.00 -0.01
0.00 0.01 -0.01
0.00 0.00 -0.01
0.01 0.00 -0.01
0.01 0.01 -0.01
0.00 0.00 0.00
0.08 0.04 -0.03
-0.06 -0.14 -0.19
0.12 0.05 0.00
-0.02 0.03 0.20
0.00 -0.02 0.03
0.00 0.03 0.03
-0.02 -0.02 -0.01
0.02 0.04 0.01
0.01 0.04 0.03
0.02 -0.03 -0.01
-0.04 0.02 0.01
0.12 -0.07 -0.01
-0.23 0.03 0.44
0.04 -0.10 0.00
-0.01 0.05 0.00
0.94 0.31 -0.79
-0.01 -1.39 1.12
-0.38 1.02 0.89
0.25 -0.87 -0.04
-0.28 1.01 -0.75
0.36 -0.98 -0.68
-0.40 1.30 -0.12
0.40 -1.43 -0.19
-0.33 1.26 -0.74
0.40 -1.09 -1.09
-0.33 1.02 0.11
0.35 -1.36 0.90
-0.74 1.19 1.41
-0.01 0.00 -0.01
0.01 0.00 -0.02
-0.01 0.05 -0.04
-0.02 0.01 0.00
0.00 0.01 -0.01
-0.01 0.09 0.00
0.01 -0.03 0.00
-0.02 0.08 -0.04
0.04 -0.04 -0.06
-0.01 0.08 -0.06
0.04 -0.09 -0.06
0.00 0.04 0.01
0.08 -0.09 0.00
0.53 -0.08 0.27
-0.17 -0.06 -0.16
0.11 -0.09 -0.17
0.00 -0.05 0.03
0.00 0.05 -0.04
-0.03 -0.05 0.01
-0.12 0.19 0.15
0.01 -0.03 0.03
0.02 0.02 -0.01
0.01 0.02 -0.02
0.00 -0.01 0.00
-0.01 -0.01 0.01
0.02 0.04 0.00
0.00 0.03 -0.01
0.00 -0.06 0.01

Atomic partial charges in e from the Löwdin method, atoms 1 to 6: atom 1 (Mo): 1.277, atom 2 (Cl): 0.786, atom 3 (C): -0.641, atom 4 (C): -0.030, atom 5 (C): 0.037, atom 6 (C): -0.278


(3)
Here is a cluster of 3 separate species, C33H33FIN5O3S2 in total at a distorted geometry from the Open Molecules 2025 dataset. Energies are from ωB97M-V with the def2-TZVPD basis set.

Results
Gap between HOMO and LUMO (eV): 7.23
Highest occupied orbital energy (eV): -8.74
SMILES: CCN(CCC1=C(F)C(=O)c2c(CCCSC(=S)n3ccnc3)ccc(I)c2C1=O)C(C)=O.c1ccncc1.c1ccncc1
E_LUMO (eV): -1.512
Energy (a.u.): -2970.28910

Cartesian coordinates (Å):
C 1.50852 -0.33138 3.32291
C 2.14407 -1.34630 2.21627
N 2.98679 -0.64062 1.20428
C 2.11177 -0.13055 0.11337
C 2.60779 1.31098 -0.47992
C 1.47236 2.41640 -0.12713
C 0.24686 2.34598 -0.86580
F 0.02128 1.39362 -1.89382
C -0.91940 3.40345 -0.49722
O -1.66482 3.91034 -1.36719
C -0.99886 3.75536 1.07738
C -2.33915 3.98213 1.81041
C -3.78307 3.87451 1.08668
C -4.52179 2.61118 1.81953
C -5.75154 2.01586 0.96937
S -7.30678 2.30853 1.97866
C -8.30427 0.75092 1.80827
S -7.66660 -0.67957 2.41117
N -9.61048 0.79562 1.13088
C -9.88542 1.00223 -0.27214
C -11.44400 0.98428 -0.29008
N -11.96473 0.73519 1.04442
C -10.82199 0.61623 1.91631
C -2.31900 4.33523 3.33847
C -0.96152 4.41203 4.12427
C 0.42011 4.14276 3.41153
I 2.28318 4.19796 4.55298
C 0.35158 3.83611 1.89349
C 1.68107 3.52984 1.02726
O 2.78326 4.08581 1.22914
C 4.11578 -1.44376 0.72761
C 4.24595 -2.17608 -0.68296
O 5.07992 -1.61188 1.54851
H 0.55767 -0.81910 3.76959
H 2.24858 -0.13778 4.16851
H 1.14004 0.63620 2.81007
H 2.73981 -2.14501 2.76952
H 1.29310 -1.87329 1.63448
H 1.09102 0.10448 0.60847
H 1.87777 -0.87952 -0.71925
H 2.83812 1.26515 -1.59621
H 3.54554 1.61986 0.12092
H -4.37535 4.84948 1.27125
H -3.70987 3.60764 -0.01828
H -4.93689 2.98726 2.81502
H -3.71530 1.80629 1.92714
H -5.83801 2.41141 -0.09635
H -5.60892 0.86731 0.93087
H -9.17015 1.14667 -1.14909
H -12.04037 1.14466 -1.24240
H -10.81515 0.44016 3.03974
H -3.25615 4.53111 3.95904
H -0.93543 4.64642 5.23846
H 4.69378 -1.50196 -1.49063
H 3.18473 -2.51959 -1.00293
H 4.84290 -3.15728 -0.55653
N 1.69799 -4.03522 -1.56815
C 2.34533 -4.93631 -2.32437
C 1.78984 -6.13534 -2.74004
C 0.49046 -6.42651 -2.35056
C -0.20132 -5.51381 -1.56715
C 0.44135 -4.34092 -1.20664
H 3.35948 -4.66465 -2.60037
H 2.35847 -6.82416 -3.35213
H 0.02113 -7.35575 -2.65478
H -1.21647 -5.70889 -1.24473
H -0.05900 -3.59430 -0.59782
N 7.03484 -2.23748 -3.02840
C 7.37384 -2.85778 -4.17020
C 8.31901 -2.37347 -5.05994
C 8.95111 -1.17584 -4.75827
C 8.61878 -0.51258 -3.58588
C 7.66281 -1.08151 -2.75992
H 6.85011 -3.78847 -4.36349
H 8.55466 -2.91824 -5.96571
H 9.69586 -0.76336 -5.43030
H 9.09183 0.42432 -3.31935
H 7.37155 -0.60269 -1.83012

Force components x, y, z for each atom (eV/Å):
-0.54 -0.65 -0.68
-0.85 -0.20 1.03
0.00 -1.24 -1.87
-1.41 1.28 -0.02
-0.04 0.52 1.34
-1.84 -1.02 -2.22
1.70 0.86 2.12
0.53 2.32 2.28
-0.91 0.45 -1.35
2.41 -1.92 3.17
0.02 0.49 3.11
2.03 0.78 1.00
0.46 -0.88 1.19
0.03 0.93 -0.82
0.75 -1.42 0.45
-0.69 -0.73 -1.17
1.05 -1.39 -0.28
-1.32 2.16 -0.95
-0.70 -0.04 0.62
-5.00 0.02 1.68
4.35 -0.44 2.21
4.80 0.29 -0.13
-1.44 0.74 -4.67
4.16 -0.65 -1.02
-0.04 -0.91 -3.51
-4.00 -0.02 -2.44
-1.68 -0.05 -0.97
-1.44 0.07 0.80
0.88 0.61 0.30
-3.84 -2.19 -0.74
3.62 -0.88 2.66
-1.53 -0.16 0.16
-3.65 0.51 -2.78
1.61 0.68 -0.64
-0.99 -0.02 -1.33
0.83 -1.37 0.92
-0.62 1.17 -0.90
1.15 0.67 1.07
1.64 -0.53 -0.82
0.59 0.92 1.05
-0.44 0.20 1.57
-1.40 -0.52 -1.17
1.00 -1.59 -0.51
0.18 0.78 1.51
0.90 -0.88 -1.17
-1.34 1.09 0.19
0.01 -0.32 1.57
-0.37 1.90 -0.05
-0.90 -0.26 1.96
0.62 -0.39 1.78
0.02 0.29 -1.97
1.36 -0.35 -1.27
-0.18 -0.35 -1.77
-0.52 -1.00 1.21
1.79 0.72 0.30
-0.62 2.02 -0.01
-0.51 -0.71 -0.24
-0.11 0.49 0.31
-0.14 -0.01 0.05
-0.03 -0.07 -0.03
0.08 -0.08 -0.07
0.50 0.26 -0.07
-0.01 -0.04 -0.01
-0.01 0.06 0.04
0.03 0.06 0.02
0.06 0.04 0.00
-0.04 -0.06 -0.01
0.44 0.25 -0.47
-0.23 0.18 0.52
0.05 0.11 0.04
0.06 0.04 -0.04
0.03 -0.09 -0.13
-0.36 -0.46 0.06
0.05 0.02 -0.05
-0.03 0.01 0.05
-0.05 -0.03 0.04
-0.04 -0.05 0.01
0.05 0.02 -0.03

Atomic partial charges in e from the Löwdin method, atoms 1 to 6: atom 1 (C): -0.081, atom 2 (C): -0.215, atom 3 (N): -0.108, atom 4 (C): -0.180, atom 5 (C): -0.073, atom 6 (C): -0.031


Relative energy (zero: lowest compared OMol25 entry of this formula, charge and spin) in kcal/mol, matching the order above: 22.1, 10.0, 156.1